1.
{
  "formula": "C23H34IN2O6S",
  "method": "ωB97M-V with the def2-TZVPD basis set",
  "total_charge": -1,
  "orbital_gap_ev": 1.94,
  "energy_ha": -2153.3419,
  "elements": ["C", "C", "N", "C", "C", "C", "C", "C", "C", "O", "C", "I", "C", "C", "C", "C", "C", "C", "C", "C", "C", "C", "C", "N", "C", "C", "C", "O", "H", "H", "H", "H", "H", "H", "H", "H", "H", "H", "H", "H", "H", "H", "H", "H", "H", "H", "H", "H", "H", "H", "H", "H", "H", "H", "H", "H", "H", "H", "H", "H", "H", "H", "O", "S", "O", "O", "O"],
  "positions_angstrom": [[3.12926, -2.04488, -1.38710], [1.61077, -1.75252, -1.70943], [0.65283, -2.86824, -1.58817], [0.76055, -3.68130, -0.36420], [0.86686, -2.89858, 0.98245], [-0.35653, -2.00282, 1.39070], [-1.57540, -2.71114, 2.09426], [-2.23426, -3.80116, 1.01454], [-3.70871, -4.30741, 1.40748], [-2.43615, -5.15740, 1.52526], [0.30609, -1.08368, 2.57223], [-0.84714, -0.64276, 4.34561], [0.81746, 0.11670, 1.71553], [1.45477, 1.38526, 2.37358], [2.52874, 1.96683, 1.35100], [2.32024, 3.52860, 1.12858], [1.37681, 3.78662, -0.08161], [1.44415, 3.10703, -1.36703], [0.49162, 3.36940, -2.45895], [-0.54379, 4.37225, -2.26010], [-0.61739, 5.05464, -0.97045], [0.32431, 4.79627, 0.09374], [-0.29985, 0.29867, 0.63136], [-0.83486, -0.91483, 0.52161], [-1.93329, -0.93893, -0.50063], [0.82065, -3.70592, -2.78462], [-0.27219, -3.76776, -3.91825], [1.81181, -4.37145, -2.97554], [3.54226, -1.12541, -0.87472], [3.71041, -2.13647, -2.33907], [3.33586, -2.89560, -0.69931], [1.31851, -0.82368, -1.13947], [1.57751, -1.42558, -2.79050], [-0.06353, -4.45022, -0.39486], [1.70764, -4.30021, -0.45226], [0.96052, -3.68060, 1.79169], [1.85555, -2.36508, 0.99478], [-2.45959, -2.05169, 2.23670], [-1.29136, -3.32272, 2.97917], [-2.00879, -3.64585, -0.10065], [-4.26868, -4.47693, 0.46521], [-4.13339, -4.05279, 2.39791], [1.11225, -1.75775, 2.96642], [1.67827, -0.27195, 1.08564], [0.65626, 2.15323, 2.51758], [2.02350, 1.16749, 3.31869], [3.58627, 1.76256, 1.68741], [2.45349, 1.51317, 0.32806], [1.82402, 3.91550, 2.05195], [3.31399, 4.03792, 1.02250], [2.24751, 2.33831, -1.51759], [0.54590, 2.81526, -3.42281], [-1.29474, 4.61728, -3.03858], [-1.43250, 5.82357, -0.78971], [0.24990, 5.32322, 1.06830], [-0.56946, 1.22124, 0.07091], [-2.13561, 0.09015, -0.89481], [-2.87704, -1.38020, -0.08437], [-1.57024, -1.59595, -1.34003], [-0.65300, -4.81632, -3.96638], [-1.06259, -2.98847, -3.81684], [0.28286, -3.59657, -4.88263], [-3.69146, 5.61515, 1.25422], [-3.44869, 7.05475, 0.95730], [-3.44669, 7.25548, -0.51465], [-2.12390, 7.44780, 1.50722], [-4.50857, 7.87655, 1.57570]],
  "forces_ev_per_angstrom": [[0.3296, 1.0325, 0.0082], [0.9977, 0.8766, -0.6076], [-0.3724, 0.1957, -0.2777], [0.9990, -1.3435, -0.1190], [-0.5515, -0.9519, -0.8977], [-0.1770, 1.4190, 3.8683], [-0.8538, -2.5807, -3.8643], [-2.1448, -0.0853, 2.3358], [4.3479, 0.1775, -1.3206], [-1.3367, 2.2980, -1.2398], [0.9764, -0.9861, -1.2212], [0.2712, 0.3778, -0.5310], [0.7023, 0.5563, -0.2408], [0.3432, 0.1659, -1.1702], [0.2547, 0.9019, -0.1832], [-0.0621, -0.8594, -0.2285], [-1.6805, 1.1354, -1.0434], [-0.8789, 0.4695, 0.0998], [-0.2031, 1.1743, 1.9569], [1.4774, -0.6221, 1.8784], [0.3877, -0.1583, -0.2179], [0.4238, -1.5156, -1.6497], [1.7743, -1.7185, 2.7737], [-1.4092, 2.6006, -2.4675], [-0.1580, -1.4503, -0.5811], [-0.1702, -0.6873, -1.1295], [0.7300, 0.6620, 0.2514], [-0.4117, 0.4236, 0.6919], [-0.3642, -0.8966, -0.4837], [-0.4516, -0.3223, 0.9422], [-0.2823, 0.4702, -0.7421], [-0.1854, -1.2139, -0.3556], [-0.0932, -0.2418, 1.0825], [0.6785, 0.9419, 0.2984], [-0.8561, 0.5236, 0.3350], [-0.2608, 0.7674, -0.7829], [-1.1631, -0.1052, -0.0483], [1.2115, -0.0390, 0.4229], [-0.1451, 0.7705, -0.5755], [-0.3456, -0.5734, 1.7787], [-0.0943, -0.3550, 1.2516], [0.1725, -0.1273, -1.0019], [-0.5171, 1.2084, -0.1662], [-0.8051, -0.0827, 0.6965], [0.6878, -0.5944, 0.2709], [-1.0675, -0.0030, -0.7296], [-1.1182, 0.1210, -0.0804], [-0.0826, 0.0812, 1.0025], [0.4905, 0.0226, -0.8058], [-0.8995, -0.3761, -0.0580], [-0.8120, 0.7912, -0.0267], [0.1413, 0.4606, 0.9018], [0.6736, -0.2642, 0.6282], [0.8354, -0.8869, -0.1677], [-0.2110, -0.2710, -0.9088], [0.1308, -0.9203, 0.3508], [0.2955, -0.9820, 0.6193], [0.8935, 0.4942, -0.2417], [-0.4758, 0.6431, 0.6961], [0.0658, 0.9371, 0.2008], [0.4499, -0.8386, 0.0222], [-0.5526, -0.1480, 0.9542], [0.2082, -0.4571, 0.1070], [-0.4598, 0.5911, -0.1734], [0.2951, -0.2427, -0.2524], [0.4315, -0.3067, 0.0689], [-0.0235, -0.0836, 0.0964]]
}

=====

2.
{
  "formula": "C22H36BrCoN4O2P2",
  "method": "ωB97M-V with the def2-TZVPD basis set",
  "total_charge": 2,
  "orbital_gap_ev": [8.56, 6.54],
  "relative_energy_ev": 0.000,
  "spin_multiplicity": 5,
  "energy_ha": -5868.4661,
  "elements": ["Co", "Br", "C", "C", "C", "C", "C", "C", "C", "C", "C", "C", "H", "H", "H", "H", "H", "H", "C", "P", "C", "C", "C", "P", "C", "C", "H", "H", "H", "H", "H", "H", "H", "H", "H", "H", "H", "H", "H", "H", "H", "H", "N", "C", "C", "C", "C", "N", "C", "N", "N", "C", "O", "O", "H", "H", "H", "H", "H", "H", "H", "H", "H", "H", "H", "H", "H", "H"],
  "positions_angstrom": [[1.02100, -0.06657, -0.39788], [1.72385, 2.59310, -0.39525], [0.06810, 3.09697, -1.21919], [-0.09928, 4.41208, -1.52852], [-1.33431, 4.82820, -2.07450], [-2.32906, 3.91570, -2.27747], [-2.13888, 2.54310, -1.97204], [-3.16739, 1.59289, -2.20684], [-2.95775, 0.27433, -1.94242], [-1.70554, -0.15942, -1.43528], [-0.66344, 0.70105, -1.17331], [-0.89913, 2.08800, -1.43795], [0.69883, 5.12400, -1.36145], [-1.47468, 5.86942, -2.33661], [-3.27938, 4.22671, -2.69959], [-4.11538, 1.93716, -2.60777], [-3.74551, -0.44946, -2.12320], [-1.58018, -1.22538, -1.25733], [3.02476, -0.72401, -3.27290], [2.97156, -0.83443, -1.45985], [4.48259, 0.04472, -0.94656], [3.44532, -2.58053, -1.13608], [2.57728, -3.67231, -1.78797], [0.89800, -3.97629, -1.11216], [1.11299, -5.14577, 0.23572], [-0.03717, -4.82240, -2.41162], [3.94517, -1.16765, -3.65427], [2.98660, 0.32558, -3.56498], [2.16326, -1.22190, -3.71778], [5.34752, -0.31082, -1.50924], [4.66295, -0.11668, 0.11713], [4.36501, 1.11354, -1.12044], [3.49928, -2.72588, -0.05436], [4.46222, -2.67709, -1.51835], [3.07332, -4.63656, -1.65427], [2.48273, -3.51010, -2.86244], [1.38643, -6.11366, -0.19107], [0.19305, -5.22618, 0.80907], [1.90565, -4.79677, 0.89827], [0.58565, -5.61658, -2.83519], [-0.32070, -4.12188, -3.19670], [-0.93807, -5.25719, -1.97854], [0.80008, 0.16216, 1.75555], [-0.42466, -0.64644, 2.00306], [-0.87830, -0.78409, 3.44927], [-1.26776, 0.51422, 4.14915], [-2.50968, 1.16433, 3.53595], [-2.26797, 1.96400, 2.31554], [-2.07414, 3.28185, 2.31303], [-1.81689, 3.92770, 3.45208], [-2.12427, 3.95852, 1.17039], [-0.21451, -2.02848, 1.36370], [-0.78956, -3.00516, 1.78831], [0.55778, -1.97642, 0.29725], [1.57885, -0.24694, 2.26482], [0.69577, 1.11309, 2.08890], [-1.22543, -0.20961, 1.39724], [-0.11195, -1.31301, 4.02192], [-1.75166, -1.43795, 3.44965], [-0.43298, 1.22350, 4.19144], [-1.51157, 0.27059, 5.18484], [-3.02487, 1.79257, 4.26313], [-3.21949, 0.38809, 3.25443], [-2.50386, 1.54657, 1.42719], [-1.81232, 3.44307, 4.33205], [-1.77748, 4.93241, 3.47911], [-2.28540, 3.49581, 0.28939], [-1.90499, 4.93862, 1.13382]],
  "forces_ev_per_angstrom": [[-0.6852, -0.4864, 0.6045], [0.0643, 0.0947, -0.1374], [0.2334, -0.0225, 0.0932], [-0.0345, 0.0523, 0.0049], [0.0828, 0.0428, 0.0083], [-0.1376, 0.0357, -0.0359], [0.0145, -0.0689, -0.0200], [-0.1181, 0.0897, -0.0114], [-0.0020, -0.1341, 0.0660], [-0.1197, -0.0286, -0.0429], [0.1011, 0.2444, 0.0021], [-0.1563, 0.0049, -0.0986], [-0.0482, -0.0076, 0.0012], [-0.0042, -0.0418, 0.0021], [0.0643, -0.0247, 0.0292], [0.0735, -0.0267, 0.0126], [0.0622, 0.0550, -0.0084], [-0.0030, 0.0322, 0.0105], [-0.0777, 0.0217, 0.0271], [0.5066, 0.1627, -0.1993], [0.0374, -0.1339, -0.0379], [-0.2277, -0.1254, 0.0476], [-0.0825, 0.2720, 0.1009], [0.1037, 0.0860, 0.1057], [0.0070, 0.1271, 0.0623], [0.0207, 0.0559, -0.0023], [0.0031, 0.0085, -0.0375], [0.0020, 0.0013, -0.0011], [0.0098, 0.0060, -0.0156], [-0.0005, 0.0152, 0.0263], [-0.0013, 0.0161, -0.0076], [-0.0187, -0.0015, -0.0176], [-0.0172, 0.0312, -0.0068], [0.0716, -0.1171, -0.0150], [0.0891, -0.0720, -0.0799], [-0.0394, 0.0222, -0.0163], [0.0094, -0.0048, 0.0386], [-0.0498, -0.0056, 0.0207], [-0.0398, -0.0107, -0.0008], [-0.0595, -0.0001, -0.0036], [0.0250, -0.0392, -0.0036], [0.0271, 0.0068, -0.0116], [-0.2142, -0.1336, 0.0214], [0.1627, -0.0862, 0.0815], [0.0886, 0.0326, 0.0470], [-0.0123, 0.0321, -0.0898], [0.0932, 0.0842, -0.1282], [-0.0641, -0.0745, 0.1991], [-0.0156, 0.0752, -0.0159], [-0.0253, -0.0305, -0.0127], [0.0129, 0.0364, 0.1782], [-0.1613, -0.0280, -0.4552], [0.2877, 0.0431, -0.2027], [0.0657, -0.2872, 0.1176], [0.0091, 0.0306, 0.0736], [-0.0529, 0.0802, -0.0071], [0.1204, 0.0613, -0.0048], [0.0200, 0.0669, 0.0072], [0.0706, -0.1088, -0.0271], [-0.0557, 0.0247, -0.0211], [0.0222, 0.0343, 0.0088], [-0.0375, 0.0244, -0.0226], [-0.0656, 0.0029, 0.0042], [0.0253, 0.0226, -0.0448], [0.0179, 0.0149, 0.0047], [0.0062, 0.0021, -0.0138], [-0.0178, -0.0725, -0.1544], [0.0340, 0.0201, 0.0043]]
}

=====

3.
{
  "formula": "C4H10N3",
  "method": "ωB97M-V with the def2-TZVPD basis set",
  "total_charge": 1,
  "orbital_gap_ev": 8.27,
  "relative_energy_ev": 5.800,
  "energy_ha": -322.2474,
  "elements": ["C", "C", "C", "C", "N", "N", "N", "H", "H", "H", "H", "H", "H", "H", "H", "H", "H"],
  "positions_angstrom": [[1.36003, -0.74819, 0.26911], [-0.80866, -1.92921, 0.07391], [2.44346, 0.28378, 0.35812], [-0.68382, 1.52851, -0.84170], [0.51235, -1.54070, 0.22722], [-0.89763, 0.92536, 0.42407], [-1.67566, -0.13045, 0.55787], [-1.05157, -2.29106, -0.85854], [-1.07613, -2.55702, 0.86809], [3.46196, -0.15584, 0.16234], [2.44629, 0.78108, 1.29045], [2.06778, 0.96645, -0.51390], [-1.17013, 2.53528, -1.05526], [0.34252, 1.88827, -0.81568], [-0.98690, 0.90414, -1.71664], [-2.50900, -0.21769, 0.05383], [-1.77488, -0.24270, 1.51671]],
  "forces_ev_per_angstrom": [[0.1226, 0.7546, 0.9989], [1.5621, 1.1995, 1.7996], [-0.7036, -1.1459, -3.1521], [-0.9646, 1.0044, -1.5694], [-0.2217, 0.7985, -0.7820], [0.1923, -0.7688, 1.2045], [2.7389, 2.0150, -1.3364], [-0.4580, -0.5195, -2.1381], [-0.6508, -0.8848, 1.0489], [-1.1447, 0.4449, -0.0601], [-0.3497, 0.5098, 0.9707], [1.2705, -0.7853, 1.5927], [-0.2550, -1.1725, 0.8537], [0.3203, -0.4823, -0.5690], [0.6689, 0.2102, 0.4149], [-1.5591, -0.3071, -1.3553], [-0.5683, -0.8706, 2.0786]]
}

=====

4.
{
  "formula": "C20H46LuO4P4",
  "method": "ωB97M-V with the def2-TZVPD basis set",
  "total_charge": 3,
  "orbital_gap_ev": 8.34,
  "energy_ha": -3690.6589,
  "elements": ["Lu", "P", "P", "P", "H", "C", "C", "H", "C", "C", "C", "C", "C", "C", "C", "C", "C", "H", "H", "H", "H", "H", "H", "H", "H", "H", "H", "H", "H", "H", "H", "H", "H", "H", "H", "H", "H", "H", "H", "H", "H", "H", "H", "H", "H", "H", "C", "C", "C", "C", "C", "C", "O", "H", "H", "H", "H", "H", "H", "C", "O", "P", "O", "C", "O", "C", "H", "H", "H", "H", "H", "H", "H", "H", "H"],
  "positions_angstrom": [[0.02842, -0.03266, -0.25083], [-0.93481, -1.00967, 2.82271], [1.92610, -1.63123, -1.00569], [-2.35009, -1.37090, -0.78144], [-0.55807, 4.08407, -0.95864], [-1.63256, 3.90591, -1.11230], [-2.46058, 3.92010, -0.06089], [-2.02900, 4.02174, 0.95039], [0.19410, -0.30694, 4.08187], [-0.40243, -2.77039, 2.91406], [-2.51744, -1.05873, 3.77856], [3.05816, -1.42394, -2.37359], [2.82845, -1.97232, 0.53738], [1.05308, -3.17130, -1.31191], [-3.63862, -0.21467, -0.17992], [-2.79260, -2.77686, 0.28848], [-3.12053, -1.99545, -2.32365], [-1.93043, 3.69688, -2.13968], [-3.52235, 3.68275, -0.11109], [0.03809, 0.77745, 4.07752], [1.23225, -0.50106, 3.76913], [-0.00412, -0.69446, 5.09645], [0.61868, -2.82567, 2.51491], [-1.04894, -3.42819, 2.31766], [-0.39098, -3.11566, 3.95700], [-3.16110, -0.19214, 3.54538], [-2.32021, -1.05423, 4.86369], [-3.07875, -1.96792, 3.50001], [2.72951, -2.07923, -3.19310], [4.06956, -1.70015, -2.01551], [3.00854, -0.36581, -2.65890], [3.06360, -3.04476, 0.60292], [2.18837, -1.66935, 1.39661], [3.75334, -1.38521, 0.60819], [1.77517, -3.86532, -1.76323], [0.22544, -2.96412, -2.00639], [0.65353, -3.57236, -0.37081], [-4.64652, -0.53804, -0.49035], [-3.43839, 0.78424, -0.59271], [-3.58325, -0.14767, 0.91742], [-3.69919, -3.27209, -0.09101], [-2.93325, -2.42655, 1.31953], [-1.96896, -3.49491, 0.24784], [-4.12577, -2.41681, -2.17118], [-2.47567, -2.77222, -2.74672], [-3.18164, -1.17118, -3.03659], [-0.20351, 1.17025, -3.39316], [0.85309, 0.89045, -4.25726], [0.53830, 0.49036, -5.55939], [-0.79163, 0.52384, -5.99596], [-1.79175, 1.04115, -5.16442], [-1.49353, 1.37238, -3.82962], [-0.00334, 1.22829, -1.94904], [0.16311, 2.19312, -1.71173], [1.89547, 0.90236, -3.92982], [1.34703, 0.19644, -6.23710], [-1.04294, 0.22911, -7.01715], [-2.80887, 1.20930, -5.52848], [-2.23807, 1.74055, -3.10970], [3.81386, 0.49743, 3.22214], [2.77496, 0.41571, 2.21209], [2.70902, 1.24434, 0.76159], [3.21813, 2.72659, 1.07981], [3.54199, 3.40605, 2.31883], [0.78754, 1.61353, 0.82618], [0.36441, 2.40325, 1.94803], [4.69977, 1.05393, 2.88117], [4.12073, -0.52542, 3.46612], [3.38537, 0.93576, 4.13201], [3.23739, 2.88072, 3.23908], [4.63140, 3.55123, 2.30921], [3.03785, 4.37957, 2.26939], [0.86899, 2.05151, 2.85848], [-0.71597, 2.24880, 2.03564], [0.60304, 3.45643, 1.76150]],
  "forces_ev_per_angstrom": [[-1.5723, 0.0138, 1.0060], [0.2395, -0.5890, 0.4281], [0.4777, -0.7190, 0.4025], [-2.3132, -0.6799, 0.1357], [-0.3586, 0.1801, -0.0436], [0.0609, -0.3573, 0.3809], [0.8062, -0.8077, 0.1824], [-0.4455, 0.3216, -0.5914], [0.1825, 0.3977, -0.1774], [0.0171, 0.0023, -0.1762], [-0.5153, 0.2582, -0.4946], [0.4728, 0.2235, 0.0254], [0.0747, -0.1551, 0.4244], [-0.3338, -0.2437, -0.1730], [0.2222, 0.7274, -0.0637], [0.6417, -0.4008, 0.2589], [0.6769, 0.3038, -0.5883], [-0.1764, 0.3575, 0.2695], [0.1846, 0.3478, -0.1636], [0.0755, -0.2524, 0.3414], [-0.3870, 0.0388, 0.2946], [0.1050, 0.0317, -0.5367], [-0.1521, -0.1624, 0.1426], [0.2033, 0.1856, 0.2632], [-0.0282, 0.0731, -0.2763], [0.2879, -0.3184, 0.1440], [0.0180, -0.1380, -0.4954], [0.2208, 0.3587, 0.2419], [0.2642, 0.3383, 0.1320], [-0.4348, 0.1683, -0.4902], [0.4180, -0.4221, -0.1897], [0.0026, 0.3125, 0.0215], [0.4811, -0.4318, -0.4519], [-0.2220, -0.2720, -0.0736], [-0.4002, -0.1059, 0.1539], [0.2358, -0.3700, 0.0507], [0.0796, -0.0644, -0.2723], [0.4524, 0.0477, 0.1601], [-0.3094, -0.0923, 0.1120], [-0.0866, -0.0007, -0.3386], [0.2683, 0.3151, 0.2240], [-0.0078, -0.2777, -0.3360], [-0.2369, -0.1942, 0.2039], [0.4016, 0.2687, 0.2820], [-0.1498, 0.0681, -0.0788], [-0.0179, -0.1338, -0.1418], [0.0087, -0.1843, -0.4806], [0.0167, -0.7144, 0.3924], [-0.1034, 0.3661, 0.0103], [-0.1014, 0.3712, -0.0044], [0.0835, 0.2149, 0.3200], [-0.3782, -0.4686, -0.1537], [0.7782, 2.5123, -0.5776], [-0.3541, -1.2395, -0.1991], [-0.4140, -0.0217, -0.0118], [-0.3980, 0.1359, 0.2544], [0.1178, 0.0727, 0.3565], [0.3984, -0.1914, 0.0360], [0.1676, -0.3106, -0.5321], [0.5012, -0.2687, 0.5197], [-0.3402, 1.3757, -2.1175], [-0.0903, 1.5574, 2.8827], [-0.4899, -1.9579, -0.6367], [0.3031, 0.8146, 0.5243], [1.7945, -0.5533, 0.1219], [-0.2075, 0.2785, 0.3401], [-0.4375, -0.1484, 0.0998], [-0.0937, 0.1695, -0.2186], [0.1618, 0.0225, -0.3209], [-0.0102, 0.1064, -0.7094], [-0.4300, 0.0102, 0.0970], [0.2284, -0.3033, 0.0294], [-0.1632, 0.1955, -0.3690], [0.1954, 0.2567, 0.1841], [-0.1668, -0.2495, 0.0337]]
}